Record 1
Formula: C38H38IrN2O4PS4Sb
Source: the OMol25 dataset
Level of theory: ωB97M-V/def2-TZVPD

```
! wB97M-V def2-TZVPD RIJCOSX def2/J DEFGRID3
* xyz 0 6
Ir -0.3309 -1.9922 1.1388
C -2.4890 4.2368 5.1964
C -2.1100 2.8126 4.9299
C -2.8109 2.0479 4.0042
C -2.4357 0.7434 3.7329
C -1.3499 0.1998 4.3887
C -0.6555 0.9331 5.3317
C -1.0318 2.2367 5.5970
S -0.8671 -1.4829 4.0264
O -1.8406 -2.0294 3.0975
O -0.6401 -2.1835 5.2594
N 0.4643 -1.3771 3.0982
C 1.7630 -1.4267 3.4378
C 2.2914 -1.2673 4.7127
C 3.6716 -1.2471 4.9060
C 4.5483 -1.3981 3.8587
C 4.0603 -1.6085 2.5553
C 4.8876 -1.8103 1.4315
C 4.3139 -2.0493 0.2112
C 2.9173 -2.0910 0.1044
N 2.1162 -1.8930 1.1272
C 2.6577 -1.6471 2.3416
H -3.4672 4.4640 4.7819
H -1.7607 4.9036 4.7352
H -2.5003 4.4457 6.2640
H -3.6640 2.4715 3.4957
H -2.9739 0.1343 3.0253
H 0.1614 0.4758 5.8650
H -0.4864 2.8080 6.3347
H 1.6184 -1.1793 5.5500
H 4.0543 -1.1024 5.9071
H 5.6167 -1.3778 4.0158
H 5.9613 -1.7749 1.5536
H 4.9149 -2.2209 -0.6681
H 2.4480 -2.2895 -0.8487
C -4.3869 -1.1798 -2.1802
C -2.9896 -1.7663 -2.1929
O -2.8942 -2.7242 -1.1369
P -1.5554 -3.5941 -0.9060
S 0.1001 -2.6257 -1.4892
S -1.6034 -4.2686 0.9715
O -1.6310 -4.7815 -1.9853
C -2.7079 -5.7163 -2.0231
C -3.5749 -5.4565 -3.2421
H -4.4543 -0.3903 -2.9241
H -4.5889 -0.7641 -1.1972
H -5.1243 -1.9473 -2.4006
H -2.2487 -0.9765 -2.0129
H -2.7599 -2.2500 -3.1493
H -3.2959 -5.6465 -1.1034
H -2.2481 -6.7071 -2.0745
H -4.0149 -4.4647 -3.1783
H -4.3689 -6.1961 -3.2988
H -2.9671 -5.5120 -4.1417
S -1.3535 0.0859 0.5464
Sb 0.1367 0.7250 -1.7506
C 1.5440 1.9842 -0.6996
C 2.1127 1.5330 0.4790
C 3.0572 2.3019 1.1370
C 3.4251 3.5337 0.6242
C 2.8295 4.0026 -0.5344
C 1.8925 3.2295 -1.1979
C 1.3885 0.2969 -3.5307
C 0.8265 0.2552 -4.7959
C 1.5696 -0.2055 -5.8710
C 2.8649 -0.6560 -5.6780
C 3.4215 -0.6296 -4.4100
C 2.6760 -0.1761 -3.3358
C -1.0824 2.3800 -2.4516
C -0.6995 3.1722 -3.5207
C -1.4913 4.2412 -3.9052
C -2.6652 4.5174 -3.2257
C -3.0529 3.7241 -2.1599
C -2.2613 2.6556 -1.7745
H 1.8019 0.5819 0.8894
H 3.5107 1.9373 2.0461
H 4.1730 4.1319 1.1244
H 3.1010 4.9735 -0.9240
H 1.4245 3.6036 -2.0974
H -0.1949 0.5833 -4.9408
H 1.1254 -0.2265 -6.8578
H 3.4320 -1.0329 -6.5154
H 4.4392 -0.9604 -4.2576
H 3.1017 -0.1812 -2.3385
H 0.2119 2.9555 -4.0593
H -1.1939 4.8608 -4.7390
H -3.2825 5.3474 -3.5340
H -3.9711 3.9299 -1.6296
H -2.5545 2.0259 -0.9424
*
```

**Relative energy (zero: lowest compared OMol25 entry of this formula, charge and spin)**: 0.0 kJ/mol
**LUMO level (spin up / spin down)**: -0.15 / -1.60 eV
**HOMO-LUMO gap (spin up / spin down)**: 6.820 / 6.072 eV
**F_max**: 2.09 eV Å⁻¹

---

Record 2
Formula: C38H39BrInNO7P
Source: the OMol25 dataset
Level of theory: ωB97M-V/def2-TZVPD

```
! wB97M-V def2-TZVPD RIJCOSX def2/J DEFGRID3
* xyz -1 1
C 1.5738 -1.4110 1.1398
C 0.7040 -0.6724 0.0390
O -0.2024 -1.3534 -0.5158
O 0.8799 0.6470 -0.4071
C 1.1922 1.5654 0.6722
C 1.7555 2.9166 -0.0387
C 3.2997 3.1880 0.3296
C 4.2465 3.1155 -0.9855
C 4.5481 4.5843 -1.5912
In 6.1811 4.4163 -3.1726
C 5.5003 4.9667 -5.2572
C 5.2591 3.5957 -6.0708
C 6.6722 2.8318 -6.3148
Br 4.0007 2.3623 -5.1095
P 8.2946 5.6978 -2.4947
N 9.2508 4.4973 -1.6132
O 9.2222 6.0524 -3.9252
H 1.4045 -0.8453 2.1272
H 1.3561 -2.5159 1.2535
H 2.6750 -1.2472 0.8499
H 0.2759 1.8812 1.2880
H 2.0173 1.2209 1.3713
H 1.7326 2.7394 -1.1741
H 1.0969 3.8092 0.2457
H 3.4144 4.2324 0.7897
H 3.7319 2.4490 1.0823
H 5.2482 2.6154 -0.7650
H 3.7505 2.5369 -1.8452
H 3.6202 5.0257 -2.1025
H 4.8827 5.3294 -0.7923
H 6.6415 2.6666 -3.2218
H 6.3070 5.5307 -5.8290
H 4.5368 5.5943 -5.2672
H 4.8224 3.7863 -7.1169
H 7.5052 3.5050 -5.9324
H 6.7166 1.8317 -5.7605
H 6.8290 2.5868 -7.4179
H 9.2460 3.6059 -2.1382
H 10.2443 4.7591 -1.5462
H 9.0511 5.3163 -4.5573
C -8.8949 -0.3370 -3.7831
C -8.1786 0.8575 -3.7593
C -6.8233 0.8504 -3.4513
C -6.1816 -0.3516 -3.1541
C -6.9043 -1.5445 -3.1542
C -8.2608 -1.5361 -3.4808
C -6.2466 -2.8221 -2.7922
O -6.8783 -3.8655 -2.7960
C -4.8148 -2.8096 -2.4180
C -4.1962 -3.9944 -2.0195
C -2.8476 -3.9947 -1.6787
C -2.1091 -2.8142 -1.7433
C -2.7232 -1.6300 -2.1347
C -4.0796 -1.6232 -2.4635
C -4.7326 -0.3504 -2.8447
O -4.0917 0.6840 -2.8981
H -9.9509 -0.3318 -4.0325
H -8.6773 1.7947 -3.9832
H -6.2690 1.7830 -3.4393
H -8.8249 -2.4626 -3.4956
H -4.7639 -4.9180 -1.9699
H -2.3698 -4.9170 -1.3639
H -1.0602 -2.8177 -1.4852
H -2.1445 -0.7137 -2.1782
C -0.6180 -2.7177 9.6500
C -1.9580 -2.9790 9.9268
C -2.8458 -3.2376 8.8892
C -2.3981 -3.2240 7.5684
C -1.0613 -2.9385 7.2900
C -0.1692 -2.6965 8.3349
C -0.5830 -2.8722 5.8893
O 0.5855 -2.6264 5.6458
C -1.5489 -3.1006 4.7911
C -1.1269 -2.9851 3.4667
C -2.0231 -3.2105 2.4275
C -3.3419 -3.5613 2.7073
C -3.7684 -3.6723 4.0258
C -2.8750 -3.4326 5.0707
C -3.3481 -3.5185 6.4707
O -4.5029 -3.8213 6.7177
H 0.0762 -2.5249 10.4612
H -2.3100 -2.9829 10.9531
H -3.8872 -3.4455 9.1109
H 0.8743 -2.4871 8.1250
H -0.1009 -2.7156 3.2407
H -1.6931 -3.1145 1.3976
H -4.0389 -3.7440 1.8960
H -4.7979 -3.9411 4.2377
*
```

**LUMO level**: 0.01 eV
**HOMO-LUMO gap**: 3.794 eV
**F_max**: 4.63 eV Å⁻¹

---

Record 3
Formula: C38H39BrIrN7O5S2Si
Source: the OMol25 dataset
Level of theory: ωB97M-V/def2-TZVPD

```
! wB97M-V def2-TZVPD RIJCOSX def2/J DEFGRID3
* xyz 0 1
Ir -0.4465 -1.6908 -0.0330
C -2.9561 -3.2350 6.2747
Si -1.2759 -2.4930 5.8807
C -1.3171 -0.6862 6.3334
C 0.0474 -3.3293 6.9169
C -0.9172 -3.0082 4.0841
C -0.9012 -4.3704 3.8843
C -0.6625 -4.9315 2.6267
C -0.4722 -4.0719 1.5858
N -0.4939 -2.7269 1.7295
C -0.6899 -2.1488 2.9620
S -0.6769 -0.4586 3.1111
H -3.2536 -2.9970 7.2987
H -2.9607 -4.3222 6.1722
H -3.7172 -2.8329 5.6023
H -1.5699 -0.6145 7.3966
H -2.0604 -0.1375 5.7577
H -0.3541 -0.2041 6.1705
H -0.0929 -3.0997 7.9759
H 1.0397 -2.9773 6.6268
H 0.0335 -4.4157 6.8091
H -1.0834 -5.0358 4.7227
H -0.6292 -5.9991 2.4671
H -0.2776 -4.4278 0.5834
Br 4.6758 5.2220 -1.5130
C 5.3153 3.4725 -1.1857
C 6.4001 3.2818 -0.3455
C 6.8278 1.9944 -0.0684
C 6.1703 0.8908 -0.6096
C 5.1033 1.1071 -1.4908
C 4.6778 2.3906 -1.7756
N 6.6577 -0.3738 -0.2094
N 6.1194 -1.4646 -0.5292
C 4.7569 -1.7824 -0.4465
C 4.4442 -2.9838 -1.0673
C 3.1425 -3.4659 -1.2222
C 2.0953 -2.7150 -0.7294
O 0.8292 -3.0465 -0.7660
C 2.3885 -1.4767 -0.0999
N 1.2732 -0.7819 0.2836
C 1.4042 0.3679 0.9158
C 2.6696 0.8250 1.3040
C 3.7942 0.1285 0.9594
C 3.6880 -1.0226 0.1422
H 6.9059 4.1330 0.0885
H 7.6670 1.8199 0.5924
H 4.6084 0.2653 -1.9550
H 3.8439 2.5529 -2.4452
H 5.2789 -3.5409 -1.4730
H 2.9395 -4.4008 -1.7254
H 0.5049 0.9174 1.1294
H 2.7323 1.7318 1.8878
H 4.7559 0.4495 1.3289
C -3.1312 4.0622 -7.0333
C -2.5960 3.8169 -5.6502
C -1.3887 4.3708 -5.2379
C -0.9229 4.1854 -3.9445
C -1.6708 3.4260 -3.0592
C -2.8709 2.8481 -3.4534
C -3.3223 3.0438 -4.7443
S -1.1455 3.2719 -1.3817
O -0.1694 4.2931 -1.1487
O -2.3136 3.1523 -0.5521
N -0.3961 1.8227 -1.2498
C 0.6840 1.4352 -2.1633
C 0.2005 0.6777 -3.3947
C -0.8235 -0.4169 -3.0884
O -1.6651 -0.6965 -3.9195
O -0.7471 -0.9961 -1.9303
H -2.4409 4.6614 -7.6248
H -4.0843 4.5916 -6.9867
H -3.3047 3.1212 -7.5573
H -0.8106 4.9674 -5.9330
H -0.0003 4.6412 -3.6111
H -3.4407 2.2560 -2.7491
H -4.2575 2.5953 -5.0570
H -1.0766 1.0808 -1.1209
H 1.3701 0.8084 -1.5942
H 1.2272 2.3394 -2.4435
H 1.0627 0.2004 -3.8694
H -0.2600 1.3316 -4.1328
N -6.4264 0.1644 0.1989
C -5.1188 -0.2083 0.2119
C -4.7276 -1.5100 -0.1316
C -3.3990 -1.8445 -0.0844
N -2.4397 -0.9829 0.2848
C -2.8078 0.2628 0.6206
C -4.1130 0.6816 0.6041
H -7.1045 -0.4252 -0.2485
H -6.6581 1.1379 0.2831
H -5.4541 -2.2463 -0.4464
H -3.0835 -2.8461 -0.3562
H -2.0188 0.9359 0.9193
H -4.3366 1.7078 0.8615
*
```

**Relative energy (zero: lowest compared OMol25 entry of this formula, charge and spin)**: 383.8 kJ/mol
**LUMO level**: -1.18 eV
**HOMO-LUMO gap**: 6.090 eV
**F_max**: 2.41 eV Å⁻¹

---

Record 4
Formula: C38H39HgNO4P
Source: the OMol25 dataset
Level of theory: ωB97M-V/def2-TZVPD

```
! wB97M-V def2-TZVPD RIJCOSX def2/J DEFGRID3
* xyz 0 2
Hg 0.5156 0.2418 -0.6918
C 4.1421 -3.7389 -2.8627
C 3.4392 -2.6359 -2.0666
C 3.9589 -2.5811 -0.6332
C 1.9351 -2.7967 -2.1438
C 1.2117 -3.5326 -1.2149
C -0.1711 -3.6383 -1.3078
C -0.8737 -3.0142 -2.3299
C -2.3763 -3.0755 -2.4062
C -0.1463 -2.2888 -3.2707
C 1.2307 -2.1842 -3.1759
H 5.2270 -3.6117 -2.8345
H 3.8229 -3.7369 -3.9062
H 3.9020 -4.7185 -2.4415
H 3.6737 -1.6758 -2.5378
H 3.8845 -3.5561 -0.1444
H 3.3938 -1.8580 -0.0440
H 5.0118 -2.2903 -0.6234
H 1.7207 -4.0190 -0.3913
H -0.7128 -4.2097 -0.5612
H -2.8130 -2.1193 -2.1071
H -2.7747 -3.8487 -1.7481
H -2.7108 -3.2868 -3.4229
H -0.6705 -1.7696 -4.0649
H 1.7710 -1.5820 -3.8987
O -1.3454 3.7091 2.7653
C -1.1271 2.5560 2.4529
O -0.7722 1.8963 1.4957
C -1.4452 1.5890 3.8618
P -0.9345 -0.0941 3.7507
C -1.7765 -0.9661 2.4188
C -1.4879 -2.3183 2.2100
C -2.1876 -3.0508 1.2677
C -3.2016 -2.4485 0.5368
C -3.4976 -1.1095 0.7413
C -2.7952 -0.3668 1.6780
C 0.8536 -0.1996 3.5479
C 1.6367 0.9264 3.2953
C 3.0151 0.8061 3.2104
C 3.6246 -0.4269 3.3786
C 2.8536 -1.5504 3.6426
C 1.4780 -1.4348 3.7427
H -2.5186 1.6602 4.0312
H -0.9299 2.0778 4.6859
H -0.7013 -2.8025 2.7713
H -1.9441 -4.0932 1.1080
H -3.7613 -3.0236 -0.1895
H -4.2719 -0.6323 0.1559
H -3.0165 0.6839 1.7939
H 1.1805 1.8895 3.1296
H 3.6111 1.6835 2.9970
H 4.7008 -0.5149 3.3064
H 3.3240 -2.5152 3.7800
H 0.8937 -2.3102 3.9938
C -2.7892 4.3586 -4.6340
O -1.4412 4.1488 -4.2583
C -0.8166 3.0488 -4.7356
C -1.3462 2.1988 -5.6986
C -0.5897 1.1486 -6.2002
C 0.7002 0.9353 -5.7415
C 1.2111 1.7574 -4.7497
C 0.4598 2.7968 -4.2272
N 1.0544 3.6386 -3.2624
C 0.5605 4.3145 -2.2086
C -0.6137 4.2232 -1.5091
C -0.8855 5.2845 -0.5690
C -2.0299 5.3322 0.1374
C -3.0022 4.2882 -0.0347
C -2.7821 3.2388 -0.8541
C -1.5401 3.0940 -1.6001
O -1.2686 2.0570 -2.2190
H -3.1054 5.2624 -4.1207
H -3.4160 3.5222 -4.3141
H -2.8844 4.4988 -5.7136
H -2.3486 2.3585 -6.0681
H -1.0149 0.5004 -6.9555
H 1.3003 0.1280 -6.1389
H 2.2041 1.5811 -4.3504
H 2.0470 3.7475 -3.3914
H 1.2569 5.0760 -1.8673
H -0.1413 6.0651 -0.4506
H -2.2143 6.1298 0.8430
H -3.9274 4.3449 0.5295
H -3.4966 2.4346 -0.9636
*
```

**Relative energy (zero: lowest compared OMol25 entry of this formula, charge and spin)**: 0.0 kJ/mol
**LUMO level (spin up / spin down)**: 0.27 / -2.48 eV
**HOMO-LUMO gap (spin up / spin down)**: 7.426 / 4.672 eV
**F_max**: 0.49 eV Å⁻¹

---

Record 5
Formula: C38H39N2O6PTi
Source: the OMol25 dataset
Level of theory: ωB97M-V/def2-TZVPD

```
! wB97M-V def2-TZVPD RIJCOSX def2/J DEFGRID3
* xyz 2 1
Ti 0.5690 0.1720 0.4102
O 3.9309 -1.9101 1.0296
C 3.0673 -1.1775 1.3868
O 2.3341 -0.4133 0.5396
C 2.6039 -0.9514 2.8046
C 2.1979 0.5160 2.9953
C 1.9246 0.8349 4.4529
C 0.5955 0.0826 4.7167
C 0.2952 -0.5461 3.3692
O 0.8102 0.5026 2.4265
C 1.2378 -1.7047 3.0401
C 0.7421 -2.4382 1.7914
O 0.7963 -3.6126 1.6280
O 0.1451 -1.5852 0.9140
H 3.3738 -1.2678 3.5026
H 2.7812 1.2447 2.4414
H 2.7441 0.4934 5.0821
H 1.8154 1.9075 4.6010
H 0.6805 -0.6799 5.4885
H -0.1996 0.7680 5.0039
H -0.7491 -0.7270 3.1457
H 1.3146 -2.4254 3.8495
C 2.1114 -1.2655 -3.9046
C 1.4162 -0.1850 -3.0809
C 0.2560 -0.7584 -2.2964
C 2.4154 0.4547 -2.1261
C 3.3992 1.3887 -2.8232
O 2.9850 2.7030 -2.3736
C 2.0826 2.5581 -1.4215
N 1.7330 1.3450 -1.1250
C 1.6268 3.8530 -0.8710
C 2.4354 4.9705 -1.0736
C 1.9929 6.2297 -0.7001
C 0.7284 6.3829 -0.1486
C -0.0784 5.2735 0.0618
C 0.3627 4.0036 -0.2842
P -0.7107 2.5704 0.0054
C -1.7025 3.1435 1.4126
C -1.0489 3.1949 2.6460
C -1.7140 3.6460 3.7743
C -3.0400 4.0529 3.6810
C -3.6822 4.0383 2.4511
C -3.0151 3.5953 1.3163
C -1.7399 2.4476 -1.4839
C -1.1637 2.8417 -2.6963
C -1.8643 2.7120 -3.8850
C -3.1536 2.1974 -3.8779
C -3.7323 1.8045 -2.6794
C -3.0293 1.9162 -1.4891
H 1.4187 -1.7243 -4.6089
H 2.5096 -2.0492 -3.2560
H 2.9417 -0.8559 -4.4817
H 1.0183 0.5838 -3.7548
H 0.5614 -1.5733 -1.6280
H -0.5206 -1.1559 -2.9536
H -0.2784 0.0641 -1.7848
H 2.9445 -0.3329 -1.5978
H 3.3272 1.3737 -3.9075
H 4.4339 1.2446 -2.5205
H 3.4076 4.8518 -1.5290
H 2.6308 7.0892 -0.8527
H 0.3691 7.3662 0.1238
H -1.0537 5.4042 0.5108
H -0.0121 2.8922 2.7220
H -1.1975 3.6939 4.7246
H -3.5628 4.4026 4.5611
H -4.7033 4.3864 2.3689
H -3.5202 3.6245 0.3605
H -0.1737 3.2784 -2.7178
H -1.4092 3.0292 -4.8139
H -3.7083 2.1108 -4.8024
H -4.7399 1.4101 -2.6666
H -3.4961 1.5792 -0.5730
C -5.6829 -1.7229 1.0869
C -4.3141 -1.1538 0.8737
C -3.7145 -0.3003 1.7921
C -2.4439 0.1842 1.5580
N -1.7241 -0.1112 0.4635
C -2.3001 -0.9549 -0.4172
C -3.5622 -1.4713 -0.2548
H -6.1385 -1.3463 1.9996
H -5.6299 -2.8109 1.1497
H -6.3340 -1.4826 0.2456
H -4.2305 -0.0119 2.6985
H -1.9814 0.8433 2.2779
H -1.7282 -1.2382 -1.2811
H -3.9581 -2.1400 -1.0083
*
```

**Relative energy (zero: lowest compared OMol25 entry of this formula, charge and spin)**: 44.0 kJ/mol
**LUMO level**: -7.05 eV
**HOMO-LUMO gap**: 7.295 eV
**F_max**: 0.52 eV Å⁻¹

---

F_max of number 1 (C38H38IrN2O4PS4Sb)?
2.09 eV Å⁻¹

---

F_max of number 4 (C38H39HgNO4P)?
0.49 eV Å⁻¹